1.
Molecular formula: C26H28BaN6O2S2
Method: DFT, ωB97M-V/def2-TZVPD

Geometry as XYZ:
```
65
C26H28BaN6O2S2 (ωB97M-V/def2-TZVPD)
Ba -0.288 0.533 0.374
C 2.354 4.489 3.823
S 0.817 4.217 4.716
C -0.095 3.254 3.499
S -0.158 3.716 1.856
N -0.735 2.275 4.094
N -1.320 1.411 3.155
C -2.442 0.930 3.499
C -3.082 -0.168 2.716
C -4.345 -0.639 3.059
C -4.897 -1.678 2.325
C -4.178 -2.226 1.276
C -2.918 -1.705 1.010
N -2.398 -0.710 1.714
H 2.838 5.366 4.255
H 2.122 4.677 2.775
H 3.018 3.629 3.902
H -2.959 1.288 4.392
H -4.882 -0.189 3.885
H -5.879 -2.059 2.579
H -4.566 -3.043 0.684
H -2.293 -2.108 0.218
C -4.339 2.229 -1.465
C -2.925 1.676 -1.564
O -2.394 1.311 -0.470
C -2.315 1.638 -2.813
C -0.913 1.358 -3.096
C -0.470 1.484 -4.534
N -0.060 1.058 -2.175
N 1.274 0.834 -2.603
C 2.134 0.793 -1.608
O 1.948 1.082 -0.379
C 3.514 0.327 -2.011
C 3.893 0.202 -3.347
C 5.153 -0.271 -3.678
C 6.052 -0.635 -2.678
C 5.676 -0.514 -1.348
C 4.414 -0.031 -1.017
H -4.587 2.361 -0.412
H -5.061 1.542 -1.915
H -4.427 3.190 -1.976
H -2.915 1.952 -3.660
H -1.303 1.778 -5.173
H -0.056 0.536 -4.883
H 0.334 2.217 -4.619
H 3.175 0.478 -4.107
H 5.433 -0.372 -4.721
H 7.033 -1.016 -2.937
H 6.362 -0.807 -0.561
H 4.095 0.065 0.012
C -0.012 -2.337 3.073
C 0.287 -2.941 1.729
C 0.509 -4.278 1.439
C 0.755 -4.334 0.039
C 0.670 -3.026 -0.418
C 0.893 -2.546 -1.821
N 0.376 -2.170 0.602
H 0.570 -2.829 3.858
H -1.067 -2.419 3.354
H 0.237 -1.273 3.102
H 0.501 -5.099 2.145
H 0.976 -5.208 -0.562
H 0.880 -3.393 -2.512
H 1.853 -2.036 -1.945
H 0.130 -1.833 -2.150
```

Computed properties:
**E_HOMO**: -0.0479 hartree
**Total charge**: -2
**Energy above the lowest of the compared OMol25 structures with the same formula, charge and spin**: 0.448 eV
**Orbital gap**: 5.60 eV
**Electronic energy**: -2308.56232 Eh
**Spin multiplicity**: 1

---

2.
Molecular formula: C15H19FN2O9P2SiTa
Method: DFT, ωB97M-V/def2-TZVPD

Geometry as XYZ:
```
50
C15H19FN2O9P2SiTa (ωB97M-V/def2-TZVPD)
Ta 0.913 0.253 -0.755
O 3.081 2.588 1.683
C 2.150 2.042 1.187
O 2.164 0.837 0.596
C 0.766 2.624 1.102
C 0.475 3.884 1.560
C -0.832 4.333 1.394
C -1.755 3.518 0.756
C -1.353 2.295 0.251
N -0.102 1.846 0.430
H 1.250 4.467 2.036
H -1.123 5.313 1.746
H -2.775 3.840 0.607
H -2.021 1.663 -0.316
C 1.336 -0.352 3.026
Si 0.168 -1.453 2.077
C -1.578 -1.010 2.633
C 0.709 -3.216 2.395
N 0.185 -1.246 0.228
C -0.546 -2.284 -0.448
C -1.580 -3.044 0.097
C -2.178 -4.047 -0.652
C -1.770 -4.321 -1.949
C -0.751 -3.571 -2.519
C -0.193 -2.584 -1.750
F 0.799 -1.793 -2.258
H 1.247 -0.727 4.052
H 1.040 0.696 3.067
H 2.384 -0.432 2.744
H -1.532 -0.222 3.388
H -2.086 -1.862 3.089
H -2.204 -0.648 1.816
H 0.553 -3.441 3.453
H 1.779 -3.311 2.200
H 0.190 -3.972 1.810
H -1.932 -2.866 1.101
H -2.978 -4.625 -0.208
H -2.243 -5.107 -2.518
H -0.400 -3.736 -3.528
O 2.457 2.471 -1.871
P 2.550 1.378 -3.040
O 3.624 1.452 -3.999
O 2.351 0.132 -2.106
O 1.104 1.500 -3.752
P -0.316 1.846 -3.112
O -1.340 1.484 -4.239
O -0.381 3.171 -2.499
O -0.504 0.657 -2.083
H 2.750 3.369 -2.078
H -1.551 2.210 -4.843
```

Computed properties:
**E_HOMO**: -0.4489 hartree
**Total charge**: +1
**Energy above the lowest of the compared OMol25 structures with the same formula, charge and spin**: 0.000 eV
**Orbital gap**: 7.71 eV
**Electronic energy**: -2499.04328 Eh
**Spin multiplicity**: 1

---

3.
Molecular formula: C2H2F2S2
Method: DFT, ωB97M-V/def2-TZVPD

Geometry as XYZ:
```
8
C2H2F2S2 (ωB97M-V/def2-TZVPD)
C 1.483 0.853 -1.688
C 0.792 0.473 -0.435
F 1.620 2.261 -1.679
F 1.198 1.162 0.610
S 1.703 0.080 -3.065
S -1.056 0.734 -0.533
H 1.043 -0.688 -0.237
H -0.884 2.068 -0.506
```

Computed properties:
**E_HOMO**: -0.3695 hartree
**SMILES**: FC(=S)[C@@H](F)S
**Energy above the lowest of the compared OMol25 structures with the same formula, charge and spin**: 0.780 eV
**Orbital gap**: 9.02 eV
**Electronic energy**: -1073.46499 Eh
**Spin multiplicity**: 1

---

4.
Molecular formula: C4H3N3
Method: DFT, ωB97M-V/def2-TZVPD

Geometry as XYZ:
```
10
C4H3N3 (ωB97M-V/def2-TZVPD)
C -0.345 0.223 -0.151
C 1.043 0.560 -0.181
C 1.892 -0.639 0.161
C -1.472 1.178 -0.349
H -0.068 -1.797 0.459
H -1.751 -1.353 -0.085
H 1.509 1.609 -0.118
N -0.752 -1.051 0.053
N 2.423 -1.636 0.522
N -2.586 1.774 -0.165
```

Computed properties:
**E_HOMO**: -0.3454 hartree
**SMILES**: N#C/C=C(\N)C#N
**Energy above the lowest of the compared OMol25 structures with the same formula, charge and spin**: 2.319 eV
**Orbital gap**: 8.64 eV
**Electronic energy**: -318.39950 Eh
**Spin multiplicity**: 1

---

5.
Molecular formula: C18H22BrN4O2Pt
Method: DFT, ωB97M-V/def2-TZVPD

Geometry as XYZ:
```
48
C18H22BrN4O2Pt (ωB97M-V/def2-TZVPD)
Pt 0.554 -1.569 -1.486
O 2.794 1.884 -1.076
C 1.970 2.925 -1.387
C 2.448 4.221 -1.292
C 1.627 5.287 -1.630
C 0.329 5.075 -2.075
C -0.147 3.776 -2.159
C 0.655 2.699 -1.803
C 0.114 1.296 -1.810
O 1.036 0.357 -2.259
N -0.251 0.988 -0.395
N -0.498 -0.288 -0.099
C -1.035 -0.657 1.005
C -1.253 -2.043 1.380
Br -0.475 -3.385 0.246
C -1.908 -2.486 2.449
C -2.658 -1.659 3.409
C -2.605 -2.003 4.761
C -3.269 -1.240 5.707
C -4.014 -0.137 5.310
C -4.105 0.189 3.964
C -3.431 -0.568 3.018
H 2.345 1.095 -1.435
H 3.469 4.375 -0.962
H 2.013 6.297 -1.557
H -0.300 5.909 -2.357
H -1.160 3.588 -2.505
H -0.810 1.267 -2.402
H -0.641 1.712 0.191
H -1.340 0.089 1.734
H -1.879 -3.551 2.653
H -2.033 -2.872 5.069
H -3.212 -1.510 6.753
H -4.536 0.459 6.048
H -4.715 1.025 3.647
H -3.549 -0.338 1.964
N 2.689 -2.013 -1.059
C 3.362 -2.254 -2.353
C 2.490 -3.156 -3.193
N 1.185 -2.486 -3.359
H 3.122 -1.249 -0.551
H 2.719 -2.837 -0.467
H 4.349 -2.697 -2.225
H 3.482 -1.288 -2.845
H 2.321 -4.104 -2.680
H 2.970 -3.367 -4.147
H 0.498 -3.093 -3.790
H 1.282 -1.663 -3.951
```

Computed properties:
**E_HOMO (spin up / spin down)**: -0.3854 / -0.3876 hartree
**Total charge**: +1
**Expectation value of S²**: 2.009
**Orbital gap (spin up / spin down)**: 7.44 / 6.19 eV
**Electronic energy**: -3761.64452 Eh
**Spin multiplicity**: 3

---

6.
Molecular formula: C34H60BBrIN4O9S
Method: DFT, ωB97M-V/def2-TZVPD

Geometry as XYZ:
```
111
C34H60BBrIN4O9S (ωB97M-V/def2-TZVPD)
C 2.107 2.257 1.172
C 1.276 1.168 1.882
N 0.283 0.509 0.995
C -1.027 0.947 1.206
N -1.291 2.188 1.495
N -2.553 2.490 1.691
B -2.743 3.996 1.995
C -2.831 5.066 0.879
O -2.808 4.333 3.316
C -3.602 1.702 1.668
C -5.006 2.159 1.979
C -5.766 2.857 0.809
C -7.021 2.033 0.463
I -6.427 4.832 1.302
C -3.353 0.350 1.350
N -4.405 -0.591 1.277
C -4.851 -0.780 0.144
S -5.296 -0.926 -1.317
C -2.065 0.002 1.111
C -1.720 -1.416 0.741
C -1.411 -1.535 -0.742
O -1.991 -0.969 -1.618
Br 0.051 -2.773 -1.166
H 3.172 2.094 1.300
H 1.874 3.221 1.617
H 1.842 2.321 0.121
H 0.808 1.532 2.789
H 1.959 0.382 2.202
H 0.508 0.641 0.014
H -1.861 5.522 0.687
H -3.444 5.871 1.270
H -3.299 4.739 -0.048
H -1.991 4.808 3.520
H -5.542 1.233 2.159
H -5.052 2.720 2.910
H -5.142 2.831 -0.081
H -7.779 2.627 -0.034
H -6.775 1.149 -0.115
H -7.462 1.694 1.401
H -2.615 -2.010 0.892
H -0.897 -1.770 1.346
C -2.345 -6.495 1.989
C -2.444 -5.128 1.367
O -2.363 -4.120 2.035
C -2.647 -5.064 -0.127
H -2.200 -6.395 3.062
H -3.263 -7.055 1.806
H -1.497 -7.037 1.566
H -3.581 -5.561 -0.395
H -1.812 -5.544 -0.637
H -2.701 -4.026 -0.444
C 1.396 -3.067 -6.924
C 2.228 -2.611 -5.750
O 3.423 -2.466 -5.838
C 1.498 -2.343 -4.454
H 2.042 -3.223 -7.785
H 0.893 -4.006 -6.685
H 0.651 -2.310 -7.173
H 1.003 -3.251 -4.110
H 0.760 -1.552 -4.597
H 2.214 -2.024 -3.698
C 7.283 0.498 1.164
C 5.846 0.756 1.528
O 5.508 1.735 2.155
C 4.830 -0.263 1.078
H 7.902 1.305 1.548
H 7.615 -0.441 1.609
H 7.390 0.455 0.079
H 5.051 -1.239 1.509
H 4.827 -0.333 -0.012
H 3.844 0.051 1.413
C -1.159 8.950 -1.513
C -1.282 8.754 -0.024
O -1.519 7.664 0.453
C -1.099 9.969 0.847
H -1.312 8.000 -2.018
H -1.911 9.660 -1.858
H -0.164 9.325 -1.758
H -1.849 10.722 0.599
H -0.102 10.386 0.699
H -1.213 9.688 1.891
C 10.804 -3.258 1.542
C 9.366 -2.990 1.909
O 9.046 -2.006 2.534
C 8.342 -4.005 1.462
H 11.430 -2.455 1.923
H 11.133 -4.201 1.982
H 10.910 -3.306 0.457
H 8.566 -4.979 1.898
H 8.344 -4.084 0.373
H 7.353 -3.691 1.792
C 2.083 -3.259 2.225
C 2.892 -2.756 3.394
O 4.084 -2.587 3.304
C 2.146 -2.460 4.672
H 2.743 -3.421 1.375
H 1.589 -4.201 2.473
H 1.338 -2.508 1.952
H 1.662 -3.366 5.041
H 1.392 -1.691 4.495
H 2.845 -2.102 5.423
C -6.563 -2.061 -5.233
C -5.206 -2.139 -5.896
O -4.894 -3.080 -6.583
C -4.256 -0.987 -5.660
H -7.137 -2.949 -5.485
H -6.444 -2.016 -4.148
H -7.102 -1.180 -5.584
H -4.039 -0.895 -4.593
H -4.694 -0.059 -6.031
H -3.326 -1.175 -6.192
```

Computed properties:
**E_HOMO**: -0.3990 hartree
**Total charge**: +1
**Orbital gap**: 6.98 eV
**Electronic energy**: -5522.24654 Eh
**Spin multiplicity**: 1